[1]
C21H43N2OP3STc as an isolated structure in a non-equilibrium geometry. Source: the OMol25 dataset; level of theory: the ωB97M-V functional and the def2-TZVPD basis.

Output
Kohn-Sham gap (spin up / spin down) in eV: 5.203 / 5.669
<S²>: 4.172
LUMO level (spin up / spin down) in eV: -14.47 / -14.07
Charge: +4
Spin multiplicity: 4
HOMO energy (spin up / spin down) in eV: -19.67 / -19.74

Each line ends with the Mulliken charge.
Element x y z (Å)
Tc: -0.524765 0.245742 0.380513  0.18
S: -1.257789 1.804189 2.042788  -0.29
P: -2.318771 0.914507 -1.130755  1.16
P: 0.857062 1.743426 -0.632179  1.16
P: 0.947699 -0.748364 1.898366  1.04
O: 3.556725 -1.198863 -1.395532  -0.30
N: -3.366864 0.118098 2.785457  0.25
N: -3.798536 2.249126 2.772746  0.22
C: 1.455516 0.968541 -2.168296  -0.69
C: 0.532717 -2.286625 2.823235  -1.59
C: -3.592398 3.690192 2.637867  -0.75
C: -4.953714 1.585905 3.161735  -0.25
C: 1.636407 0.272606 3.250124  -1.33
C: 0.305385 3.387359 -1.232612  -1.35
C: 4.677966 -2.275233 -3.263193  -0.59
C: -2.840218 1.340294 2.512160  -0.04
C: 5.112747 -3.469009 -3.839634  -0.53
C: 4.973556 -4.688449 -3.158495  -0.49
C: 4.036660 -3.517592 -1.242464  -0.15
C: 4.119738 -2.317856 -1.967600  1.09
C: -0.871663 -1.752277 -0.448151  -1.10
C: 2.340296 2.280353 0.290386  -1.21
C: 4.437111 -4.709302 -1.865574  -0.46
C: -1.891692 0.801810 -2.922610  -1.40
C: -2.994330 2.607801 -0.930764  -1.37
C: -4.694464 0.254015 3.164420  -0.46
C: -3.916372 0.000589 -1.147473  -1.45
C: -1.753739 -1.575014 0.696834  -0.82
C: 2.440909 -1.370386 1.057298  -0.89
H: 5.266960 -5.625967 -3.630937  0.46
H: -4.472596 4.204284 3.014329  0.34
H: 0.820333 0.644004 3.881272  0.46
H: -1.436666 -0.178293 -3.120136  0.32
H: -0.276796 -2.096782 3.537101  0.43
H: 2.198567 1.129013 2.861614  0.34
H: -1.330873 -1.761144 -1.446358  0.36
H: 0.220665 -3.083560 2.139407  0.49
H: 4.302691 -5.651196 -1.319202  0.44
H: -4.457314 0.176492 -0.210210  0.31
H: -1.583958 -2.199336 1.585797  0.56
H: 2.179460 1.657362 -2.619399  0.60
H: -3.335980 2.973297 -1.908410  0.54
H: 1.909673 -0.007459 -1.960950  -0.35
H: 2.828756 3.070783 -0.295675  0.55
H: 1.200018 3.926488 -1.573276  0.54
H: 3.608784 -3.505030 -0.233549  0.38
H: -2.862833 -0.755427 2.642435  0.06
H: -1.197047 1.589899 -3.238442  0.41
H: 0.633259 0.795595 -2.869826  0.17
H: -2.827018 -1.508050 0.480411  0.52
H: 1.414073 -2.639697 3.376800  0.53
H: 5.542966 -3.446832 -4.837043  0.44
H: -0.400680 3.328115 -2.069203  0.36
H: -0.153332 3.963795 -0.419568  0.42
H: 2.150083 -1.876250 0.128995  -0.38
H: -5.852246 2.123276 3.379313  0.51
H: 2.971607 -2.089157 1.695126  0.64
H: -2.241021 3.292689 -0.534680  0.20
H: -2.710365 3.996794 3.203003  0.37
H: 2.049791 2.700458 1.263886  0.40
H: 3.055487 1.465918 0.450153  0.31
H: -3.746632 -1.074123 -1.263161  0.49
H: 3.682506 -0.402765 -1.956580  0.34
H: -2.814849 0.888426 -3.513912  0.58
H: -3.845402 2.596239 -0.240511  0.43
H: 3.127848 -0.558510 0.793450  0.39
H: 2.306503 -0.353160 3.855770  0.48
H: -0.017431 -2.439074 -0.369745  0.33
H: -5.303941 -0.602611 3.410258  0.49
H: -4.538265 0.345731 -1.986116  0.50
H: 4.718520 -1.325341 -3.801602  0.39
H: -3.438487 3.955524 1.590770  0.26

Forces on the atoms, in the same order (eV/Å):
Tc 0.112 0.228 0.501
S 0.479 -0.952 -0.836
P -1.756 0.532 -1.551
P 0.972 3.594 -1.305
P 2.326 -1.656 2.513
O 1.438 -1.232 -1.523
N 0.109 0.432 -0.316
N 0.031 -0.933 -0.189
C -0.115 -0.674 0.061
C -0.567 0.059 -0.112
C -0.078 0.420 0.015
C 0.451 0.284 -0.177
C -0.179 0.262 -0.038
C -0.075 0.034 -0.026
C 0.559 -0.960 -1.049
C -1.150 -0.251 0.676
C -0.192 2.037 -0.219
C 0.151 -0.509 -0.190
C 0.074 -1.941 -0.006
C -0.735 1.703 0.336
C -2.330 -0.870 1.636
C 0.187 -0.238 0.271
C -0.972 0.981 2.098
C 0.082 -0.027 0.141
C 0.376 0.239 0.106
C 0.667 -0.059 -0.112
C 0.300 -0.356 0.284
C -0.727 -2.455 -1.821
C 0.028 0.073 -0.399
H 0.005 0.237 0.042
H 0.051 0.008 0.034
H 0.213 -0.082 -0.074
H -0.147 0.229 -0.102
H 0.143 -0.092 -0.054
H -0.120 -0.196 0.122
H 0.207 0.413 0.353
H 0.079 0.077 0.119
H 0.203 0.389 -0.333
H 0.084 -0.063 -0.144
H 0.325 0.681 -0.178
H -0.047 -0.079 0.066
H 0.017 -0.098 0.239
H -0.285 0.348 -0.093
H -0.106 -0.209 0.123
H -0.252 -0.102 0.033
H 0.323 -0.154 -0.509
H -0.318 0.435 0.251
H -0.272 -0.176 0.067
H 0.262 0.165 0.164
H 0.501 0.311 0.072
H -0.192 0.301 -0.177
H -0.066 -0.042 0.127
H 0.154 -0.053 0.235
H 0.169 -0.124 -0.137
H 0.040 0.126 0.429
H -0.268 0.120 0.182
H -0.186 0.262 0.031
H -0.199 -0.040 -0.134
H -0.214 -0.045 0.090
H 0.071 -0.059 -0.301
H -0.169 0.207 0.022
H -0.187 0.110 -0.116
H 0.366 -0.679 0.124
H 0.293 -0.001 0.174
H 0.146 -0.118 -0.176
H -0.238 -0.303 0.182
H -0.157 0.147 -0.197
H 0.024 0.639 0.270
H -0.028 0.145 0.005
H 0.282 0.019 0.245
H 0.148 -0.337 0.070
H -0.120 -0.077 0.087

[2]
C21H43O3P3Pt as an isolated structure in a non-equilibrium geometry. Source: the OMol25 dataset; level of theory: the ωB97M-V functional and the def2-TZVPD basis.

Output
Kohn-Sham gap (spin up / spin down) in eV: 7.173 / 4.069
<S²>: 6.023
LUMO level (spin up / spin down) in eV: -13.17 / -16.92
Charge: +4
Spin multiplicity: 5
HOMO energy (spin up / spin down) in eV: -20.34 / -20.99

Each line ends with the Mulliken charge.
Element x y z (Å)
Pt: 0.706355 0.512715 -0.636624  3.54
P: -1.474181 1.642476 1.389464  0.83
P: -0.516566 -2.350607 -1.195889  0.51
P: 2.750699 1.537555 -1.391685  0.17
O: 1.717975 1.774029 1.940055  -0.27
O: 2.539612 -1.912359 -0.393727  -0.32
O: 0.174458 -1.212711 1.952537  -0.22
C: -2.537906 0.652152 -2.599301  -0.49
C: 1.762762 -1.036668 -0.546242  -0.70
C: -0.127091 -3.782115 -0.114808  -1.28
C: 1.278621 -0.898194 4.110240  -1.22
C: -0.341836 2.284339 -3.200045  -0.83
C: 2.612855 3.301654 -1.070179  -1.15
C: -1.539014 0.184643 -3.463574  -0.60
C: -1.110318 -2.987336 3.144429  -1.86
C: 1.194770 1.329257 0.987847  -0.92
C: -2.444456 1.926823 -2.033370  -0.61
C: -1.788329 3.434173 1.192202  -1.29
C: 4.198292 0.976656 -0.463568  -1.02
C: -0.448410 1.003390 -3.766561  -0.49
C: -1.130928 -1.732529 2.316217  0.13
C: 3.105938 1.189872 -3.115418  -1.09
C: -1.348241 2.743547 -2.344081  -0.47
C: 0.385100 -2.955523 -2.666425  -1.10
C: -1.065341 1.710021 3.177002  -1.18
C: -3.188108 1.014357 1.509098  -1.31
C: -2.232218 -2.819997 -1.590816  -1.31
C: 1.310460 -1.544466 2.762694  -0.30
H: -1.682163 -0.945961 2.868396  0.36
H: 5.046730 1.621257 -0.738512  0.53
H: 2.132154 -1.222230 4.700681  0.50
H: -2.857356 -2.550319 -0.725777  0.38
H: -2.126897 -3.408150 3.187542  0.44
H: -0.833106 0.705613 3.549055  0.08
H: -1.261981 3.741847 -1.895108  0.55
H: 0.335443 0.629804 -4.437070  0.55
H: -3.394388 0.010144 -2.347568  0.56
H: -2.325631 -3.901451 -1.772440  0.51
H: -1.695228 -1.866336 1.365872  -0.09
H: 1.675439 3.683703 -1.503975  0.33
H: -0.418184 -3.709730 2.694126  0.46
H: -0.810988 -2.800449 4.176937  0.36
H: 4.017010 1.055205 0.621143  0.34
H: 4.103978 1.592382 -3.346549  0.51
H: 3.098112 0.097649 -3.276748  0.34
H: 3.476003 3.814700 -1.518556  0.50
H: -0.819715 3.949802 1.137486  0.35
H: -0.817919 -3.832214 0.733525  0.33
H: 0.386709 -1.158105 4.680199  0.29
H: -2.589320 -2.279331 -2.475782  0.43
H: 0.496804 2.934376 -3.452642  0.85
H: 2.352792 1.664575 -3.763295  0.33
H: -2.352917 3.628761 0.272833  0.38
H: -2.354127 3.836147 2.045259  0.50
H: 1.337527 0.186121 3.996920  0.16
H: 0.284204 -2.211392 -3.465620  0.32
H: -3.589930 0.938428 0.490993  0.35
H: -0.004976 -3.921306 -3.017162  0.50
H: -1.617898 -0.806416 -3.919805  0.84
H: 2.605018 3.484033 0.018436  0.36
H: 1.390573 -2.635054 2.829900  0.49
H: -3.823935 1.696901 2.093798  0.51
H: -0.215709 -4.713929 -0.691030  0.62
H: -1.914267 2.111596 3.746925  0.56
H: -0.193521 2.353331 3.348031  0.53
H: -3.236467 2.290584 -1.373235  0.91
H: 2.184573 -1.220695 2.180599  0.37
H: 1.450272 -3.077742 -2.426720  0.44
H: -3.217884 0.018274 1.973954  0.39
H: 0.899155 -3.701082 0.261701  0.39
H: 4.437059 -0.068494 -0.716188  0.43

Forces on the atoms, in the same order (eV/Å):
Pt -0.664 0.715 -1.429
P -2.936 1.860 2.965
P -0.909 -4.229 -1.213
P 1.027 0.946 -0.796
O -2.000 -1.888 -4.162
O -3.413 4.321 -0.711
O -0.762 -0.007 -0.903
C -0.721 0.236 0.887
C 4.572 -6.489 0.914
C 0.515 0.717 1.346
C 0.126 0.334 0.257
C 0.267 -0.790 -0.614
C -0.293 0.265 -0.015
C -0.908 -0.651 0.294
C -0.119 -0.418 -0.057
C 2.487 2.819 6.298
C -1.061 -1.486 -0.069
C 0.732 0.271 -1.330
C -0.373 -0.554 0.399
C 1.690 1.405 0.018
C -0.173 0.672 0.347
C -0.264 -0.047 -0.337
C 0.990 0.894 0.189
C 0.722 1.280 -0.480
C 1.353 -0.782 0.145
C -0.110 -1.179 -1.068
C -0.879 1.334 0.135
C 0.227 -0.480 -0.013
H 0.271 -0.388 -0.133
H -0.222 -0.090 0.023
H 0.105 0.011 0.047
H -0.057 -0.178 -0.353
H 0.351 0.032 -0.089
H -0.015 0.371 0.052
H -0.121 -0.347 -0.320
H -0.405 0.238 0.147
H 0.362 0.390 -0.263
H 0.421 0.212 0.117
H 0.412 0.030 0.304
H 0.429 0.034 0.122
H -0.344 -0.079 0.358
H 0.032 -0.082 -0.164
H 0.230 0.014 -0.349
H -0.205 -0.112 -0.046
H 0.113 0.431 -0.006
H -0.178 -0.016 0.109
H -0.295 0.126 0.019
H 0.199 -0.008 -0.270
H 0.019 0.052 -0.027
H -0.067 -0.224 0.243
H -0.304 -0.158 -0.012
H 0.436 -0.175 0.145
H 0.132 0.113 0.241
H 0.156 -0.437 -0.038
H 0.011 -0.039 0.230
H 0.186 -0.334 -0.097
H -0.217 -0.067 0.320
H -0.207 0.238 0.336
H -0.044 0.379 0.060
H 0.100 -0.020 -0.450
H -0.014 0.116 0.051
H 0.478 0.110 -0.085
H -0.058 0.422 -0.283
H -0.096 -0.043 -0.498
H -0.255 -0.131 0.018
H 0.216 -0.082 -0.337
H -0.152 0.038 0.148
H -0.282 -0.003 -0.163
H -0.053 0.394 -0.211
H -0.241 -0.203 0.025
H 0.054 0.392 0.078

[3]
C21H43O3P3Re as an isolated structure in a non-equilibrium geometry. Source: the OMol25 dataset; level of theory: the ωB97M-V functional and the def2-TZVPD basis.

Output
Kohn-Sham gap (spin up / spin down) in eV: 7.773 / 4.521
<S²>: 3.786
LUMO level (spin up / spin down) in eV: -14.08 / -17.24
Charge: +4
Spin multiplicity: 4
HOMO energy (spin up / spin down) in eV: -21.85 / -21.76

Each line ends with the Mulliken charge.
Element x y z (Å)
Re: -0.196496 0.847806 -0.238688  1.19
P: -1.979011 -1.608724 -0.177051  0.95
P: -0.784833 2.940839 -0.670462  0.16
P: 2.609246 -0.332929 -0.184626  0.65
O: 1.730868 2.306920 1.680765  -0.27
O: 0.193664 -0.717781 2.019991  0.15
O: -2.577428 1.221088 1.693031  -0.25
C: 0.698583 -1.261761 -3.407797  -0.26
C: 1.035815 1.706153 0.921791  0.03
C: -3.532040 -1.616328 -1.182456  -1.28
C: 3.335502 -1.858681 -0.942131  -1.34
C: -1.058544 -0.474744 4.094226  -1.24
C: -1.337645 0.013100 -3.620302  -0.47
C: 0.136906 4.112043 -1.705418  -1.15
C: -2.856491 -1.935221 1.430469  -1.24
C: 0.090605 -0.015560 3.274352  -0.53
C: -1.402316 -3.359763 -0.412808  -1.35
C: 3.806619 0.968853 -0.712112  -1.13
C: -0.846104 4.053068 0.820805  -1.37
C: 0.797785 1.133292 -3.677053  -0.39
C: 0.543031 -2.108388 2.044029  -0.16
C: 1.445718 -0.095773 -3.561514  -0.69
C: -1.669167 1.002375 0.945615  0.03
C: 3.408203 -0.605620 1.469889  -1.26
C: -2.527181 3.196007 -1.153080  -1.23
C: -0.592966 1.181693 -3.771284  -0.62
C: 1.280691 -2.529603 3.254668  -1.92
C: -0.690580 -1.216095 -3.501044  -0.59
H: 0.164893 4.295679 1.152963  0.49
H: -3.187619 2.870075 -0.345394  0.45
H: -2.259071 -4.045479 -0.438284  0.52
H: -2.427924 0.057385 -3.599695  0.57
H: 1.722778 -3.520802 3.082467  0.43
H: 1.188710 4.111036 -1.411851  0.40
H: 4.827894 0.571822 -0.708969  0.50
H: 2.094580 -1.853186 3.506488  0.48
H: 3.132125 0.209253 2.146567  0.37
H: 3.525764 1.306387 -1.711865  0.34
H: -1.271763 -2.134067 -3.459075  0.77
H: 2.531931 -0.142408 -3.564097  0.75
H: -4.213619 -2.398593 -0.822804  0.50
H: -1.048195 0.076939 5.036810  0.52
H: 1.204509 -2.212442 -3.228117  0.58
H: 0.053048 3.850670 -2.758709  0.36
H: 0.589055 -2.599339 4.100403  0.35
H: -0.373457 -2.714085 1.906368  0.37
H: -0.268250 5.115237 -1.538265  0.52
H: -2.742210 2.630165 -2.060234  0.37
H: -3.420968 -2.873633 1.347935  0.59
H: 3.284079 -1.801414 -2.031248  0.45
H: -1.094366 2.131281 -3.935208  0.76
H: -3.300017 -1.762809 -2.238620  0.39
H: 4.376690 -1.990631 -0.616164  0.52
H: -0.070132 1.038169 3.018021  0.52
H: 1.379247 2.056234 -3.700461  0.56
H: -0.744003 -3.671523 0.400375  0.46
H: -4.005837 -0.638752 -1.051942  0.37
H: 1.061145 -0.037242 3.786317  0.48
H: 4.498443 -0.620867 1.336780  0.66
H: -1.362367 4.970522 0.523573  0.61
H: -3.534242 -1.102773 1.637184  0.51
H: -0.834364 -3.417237 -1.345701  0.38
H: 3.093766 -1.563104 1.885821  0.33
H: 2.750741 -2.722538 -0.609144  0.39
H: -2.679959 4.262856 -1.336794  0.52
H: -1.993643 -0.227021 3.591883  0.16
H: -1.399484 3.583501 1.637859  0.36
H: -2.147043 -2.010450 2.256473  0.12
H: 1.131520 -2.287071 1.137742  0.08
H: 3.722195 1.802828 -0.009124  0.44
H: -1.016995 -1.538871 4.297923  0.28

Forces on the atoms, in the same order (eV/Å):
Re 1.366 -6.766 0.101
P -1.601 -2.038 0.483
P -1.530 5.943 0.305
P 2.713 -0.301 0.797
O -3.523 -3.314 -3.965
O -0.141 1.008 -1.130
O 5.032 -1.374 -4.193
C 2.577 0.232 -0.125
C 4.410 4.360 4.693
C 0.663 0.873 -0.395
C -1.278 -0.173 -0.656
C -0.442 0.170 0.381
C -0.648 1.335 0.000
C 0.548 -0.636 -0.597
C 0.609 1.081 0.387
C 0.497 0.787 0.304
C 0.968 0.520 -0.540
C -1.211 0.342 -0.493
C 0.263 -0.702 0.310
C 1.582 -0.067 -0.324
C -0.496 -0.678 -0.869
C 0.288 -0.652 0.266
C -6.016 1.691 5.130
C -1.157 0.234 0.344
C -0.131 -0.924 -0.448
C -2.106 -0.569 0.337
C 0.263 -0.593 0.896
C -1.616 -0.158 0.343
H -0.112 0.082 0.022
H 0.001 0.068 -0.144
H 0.002 0.418 -0.101
H 0.288 -0.022 -0.326
H -0.192 0.173 0.101
H 0.023 0.065 -0.066
H -0.272 -0.070 0.005
H -0.049 -0.107 0.157
H 0.228 -0.242 0.096
H 0.382 0.210 -0.012
H 0.069 0.049 -0.159
H -0.167 0.029 0.013
H 0.354 0.141 -0.034
H -0.030 -0.187 0.073
H -0.141 0.198 -0.196
H 0.084 0.210 -0.100
H 0.504 -0.144 -0.026
H 0.511 0.420 0.431
H -0.074 -0.221 -0.008
H -0.303 0.106 -0.022
H 0.201 0.265 -0.264
H 0.189 -0.153 0.091
H -0.004 -0.111 -0.085
H -0.253 -0.058 0.034
H -0.298 0.367 0.020
H 0.054 -0.151 -0.024
H -0.065 -0.201 -0.142
H -0.150 0.037 -0.275
H -0.186 -0.140 -0.131
H -0.298 -0.185 -0.020
H -0.328 0.139 -0.235
H 0.082 -0.177 -0.048
H -0.091 -0.271 0.080
H -0.104 -0.336 0.053
H 0.150 0.213 -0.064
H 0.172 0.000 -0.096
H 0.148 -0.073 0.006
H -0.050 -0.153 0.165
H 0.063 0.152 -0.002
H -0.281 -0.021 -0.103
H 0.036 0.110 -0.047
H 0.204 -0.032 -0.170
H -0.178 -0.024 0.208